Run i
8
Properties=species:S:1:pos:R:3:lowdin_charge:R:1 method="wB97M-V/def2-TZVPD" homo_lumo_gap_ev=9.636 smiles="C=O.SS" total_charge=0 homo_energy_ev=-9.131
C 2.134 3.376 -2.747 -0.155
O 1.252 3.234 -1.950 0.002
H 2.310 4.385 -3.183 0.078
H 2.926 2.671 -3.041 0.076
S -2.478 -2.516 2.373 0.197
S -2.489 -4.298 3.278 0.203
H -2.150 -2.710 1.086 -0.202
H -1.506 -4.142 4.184 -0.199



Run ii
8
Properties=species:S:1:pos:R:3:lowdin_charge:R:1 method="wB97M-V/def2-TZVPD" homo_lumo_gap_ev=9.316 smiles=OSCS total_charge=0 homo_energy_ev=-8.976
O 1.924 1.332 0.368 -0.524
S 0.506 0.987 1.158 0.763
C 0.160 -0.638 0.407 -0.834
S -1.359 -1.409 1.133 0.672
H 2.713 0.743 0.662 0.093
H 1.066 -1.131 0.743 0.015
H -0.002 -0.514 -0.691 0.046
H -2.089 -0.460 1.497 -0.231



run i (6.5 kJ/mol below the next structure)



Run i
18
Properties=species:S:1:pos:R:3:lowdin_charge:R:1 method="wB97M-V/def2-TZVPD" homo_lumo_gap_ev=6.963 total_charge=-1 homo_energy_ev=-3.543
C 0.520 0.459 -0.845 -0.059
C 0.916 0.568 -2.390 -0.824
O 1.246 1.697 -2.605 -0.061
O 0.600 -0.401 -3.128 -0.119
H 1.418 0.304 -0.372 0.018
H -0.357 -0.039 -0.604 0.001
H 0.183 1.503 -0.599 0.070
C -1.051 -0.540 3.113 -0.345
C -2.116 -0.539 2.020 -0.112
C 0.333 -1.038 2.647 -0.116
H -0.982 0.455 3.577 0.092
H -1.239 -1.164 3.965 0.071
H -2.786 0.452 2.109 0.115
H -2.769 -1.364 2.177 0.042
H 0.415 -0.408 1.681 0.073
H 1.097 -1.000 3.450 0.077
H -1.648 -0.604 1.052 0.037
H 0.286 -1.959 2.160 0.040



Run ii
18
Properties=species:S:1:pos:R:3:lowdin_charge:R:1 method="wB97M-V/def2-TZVPD" homo_lumo_gap_ev=7.078 total_charge=-1 homo_energy_ev=-3.717
C 0.524 0.089 -2.591 -0.173
C 1.203 1.373 -2.098 -0.168
H 0.516 0.059 -3.682 0.053
H 1.045 -0.797 -2.237 0.060
H -0.491 0.034 -2.212 0.045
H 1.601 1.247 -1.090 0.058
H 0.483 2.189 -2.071 0.060
H 2.056 1.659 -2.717 0.053
C -0.079 -0.579 1.928 -0.196
C -1.023 -0.968 0.783 -0.127
C -0.870 -0.003 3.180 -0.769
O -0.574 -0.556 4.265 -0.113
O -1.746 0.851 2.945 -0.096
H 0.430 -1.430 2.375 0.076
H 0.667 0.161 1.645 0.079
H -2.004 -1.194 1.199 0.067
H -0.704 -1.930 0.361 0.053
H -1.034 -0.204 0.018 0.037



Run iii
18
Properties=species:S:1:pos:R:3:lowdin_charge:R:1 method="wB97M-V/def2-TZVPD" homo_lumo_gap_ev=7.191 total_charge=-1 homo_energy_ev=-3.781
C -1.151 -2.129 0.120 -0.336
C 0.143 -2.936 0.249 -0.131
C -1.120 -0.800 0.828 -0.125
H -1.344 -1.992 -0.952 0.097
H -1.985 -2.732 0.467 0.086
H 0.507 -2.924 1.286 0.069
H 0.930 -2.522 -0.392 0.073
H -0.701 -0.858 1.829 0.068
H -0.520 -0.007 0.368 0.074
H -0.017 -3.964 -0.067 0.055
H -2.111 -0.365 0.959 0.064
C 0.540 3.013 -1.116 -0.072
C 1.682 3.128 -0.056 -0.822
O 2.766 3.559 -0.518 -0.124
O 1.421 2.698 1.085 -0.115
H 0.735 3.708 -1.935 0.044
H -0.461 3.139 -0.688 0.046
H 0.687 1.986 -1.465 0.048



run iii (12.7 kJ/mol below the next structure)



Run i
18
Properties=species:S:1:pos:R:3:lowdin_charge:R:1 method="wB97M-V/def2-TZVPD" homo_lumo_gap_ev=7.171 total_charge=-1 homo_energy_ev=-3.630
C -1.493 1.531 -0.451 -0.057
C -0.897 1.677 0.978 -0.790
O 0.362 1.807 1.051 -0.136
O -1.700 1.985 1.893 -0.123
H -1.159 2.381 -1.039 0.054
H -2.571 1.668 -0.386 0.047
H -1.196 0.566 -0.838 0.028
C 0.603 -2.002 -0.796 -0.338
C 1.517 -0.952 -1.390 -0.136
C 1.302 -3.315 -0.544 -0.137
H 0.015 -1.630 0.054 0.107
H -0.264 -2.058 -1.470 0.093
H 1.990 -1.206 -2.340 0.059
H 2.369 -0.845 -0.701 0.077
H 0.636 -4.161 -0.753 0.058
H 2.067 -3.574 -1.286 0.066
H 1.100 0.043 -1.559 0.060
H 1.642 -3.423 0.486 0.069



Run ii
18
Properties=species:S:1:pos:R:3:lowdin_charge:R:1 method="wB97M-V/def2-TZVPD" homo_lumo_gap_ev=7.649 total_charge=-1 homo_energy_ev=-3.776
C 0.638 1.363 0.279 -0.183
C -0.123 2.537 -0.378 -0.128
C 0.118 1.296 1.764 -0.759
O -0.045 0.136 2.243 -0.113
O 0.039 2.376 2.388 -0.096
H 0.584 0.397 -0.209 0.043
H 1.677 1.577 0.549 0.098
H 0.024 3.388 0.281 0.053
H -1.196 2.317 -0.348 0.067
H 0.164 2.725 -1.414 0.045
C -0.090 -2.832 -0.099 -0.151
C -0.390 -1.744 -1.163 -0.180
H 0.705 -3.483 -0.452 0.050
H 0.158 -2.351 0.846 0.055
H -1.043 -3.358 0.009 0.052
H -0.984 -2.062 -2.018 0.050
H 0.591 -1.436 -1.539 0.054
H -0.826 -0.846 -0.737 0.046



run ii (23.3 kJ/mol below the next structure)